# C23H64O19S9

A 9-piece molecular cluster, C23H64O19S9 overall (wB97M-V/def2-TZVPD, the OMol25 dataset).

Output
Net charge ... 0
Gap between HOMO and LUMO ... 8.916 eV
E_tot ... -161301.3811 eV
LUMO energy ... 0.311 eV
Highest occupied orbital energy ... -8.61 eV

Last column: Mulliken charge in e.
CARTESIAN COORDINATES (ANGSTROEM)
1 O -5.589317 3.352605 3.586266  -0.636
2 S -5.595260 1.959554 3.188086  1.167
3 O -5.513535 1.578836 1.806779  -0.550
4 O -4.386136 1.199855 3.977075  -0.156
5 C -4.008535 1.612729 5.313691  -0.420
6 C -2.485068 1.813283 5.308229  -0.790
7 C -6.997027 1.276024 3.944384  -0.955
8 H -4.335907 0.798088 5.985939  0.282
9 H -4.568984 2.510210 5.694475  0.438
10 H -2.051530 2.063470 6.243525  0.496
11 H -2.153450 2.495576 4.506689  0.147
12 H -2.100155 0.793566 5.189848  0.040
13 H -7.861189 1.535870 3.266416  0.371
14 H -7.048590 1.642238 4.972723  0.338
15 H -6.882149 0.190496 4.034321  0.293
16 O 6.704101 0.312148 -1.425966  -0.667
17 S 5.535047 0.100806 -0.629415  0.916
18 O 4.282271 0.626745 -1.082767  -0.320
19 O 5.236874 -1.393009 -0.433466  -0.278
20 C 5.623281 -2.456765 -1.374074  -0.579
21 C 4.868838 -2.503916 -2.670356  -0.585
22 C 5.910547 0.537956 1.062670  -1.032
23 H 5.598435 -3.349528 -0.797435  0.385
24 H 6.618899 -2.238824 -1.665359  0.480
25 H 4.939283 -1.623480 -3.272408  0.055
26 H 3.820022 -2.789449 -2.456259  0.068
27 H 5.313992 -3.272500 -3.291902  0.458
28 H 6.894334 0.119873 1.443335  0.330
29 H 5.095639 0.239653 1.732901  0.272
30 H 6.021175 1.642886 1.041391  0.399
31 O 1.702673 3.794952 -4.416166  -0.733
32 S 2.531424 2.807130 -3.771321  1.342
33 O 2.640814 1.591643 -4.499467  -0.639
34 O 3.985691 3.364270 -3.586403  -0.367
35 C 5.021871 3.042061 -4.629026  -0.391
36 C 5.831603 1.851960 -4.199753  -0.650
37 C 1.899260 2.494725 -2.121503  -0.448
38 H 5.599293 3.941362 -4.768263  0.352
39 H 4.355912 2.866296 -5.466178  0.347
40 H 6.692888 1.652049 -4.816131  0.454
41 H 5.235347 0.987509 -4.102342  -0.008
42 H 6.085188 1.970196 -3.128128  0.194
43 H 1.019875 1.918109 -2.439825  0.213
44 H 1.680731 3.397484 -1.575688  0.461
45 H 2.580802 1.917923 -1.527871  0.028
46 O -1.412815 -2.391220 1.311655  -0.431
47 S -2.630906 -2.381716 2.120200  1.139
48 O -2.851063 -1.412855 3.100022  -0.564
49 O -3.848161 -2.375232 1.091852  -0.409
50 C -3.934475 -1.209757 0.160845  0.250
51 C -3.479765 -1.543890 -1.244197  -0.361
52 C -2.861223 -4.020093 2.749938  -0.877
53 H -3.455041 -0.331527 0.540001  -0.401
54 H -4.981773 -0.906987 0.057978  0.416
55 H -3.371258 -0.589851 -1.813567  -0.116
56 H -4.213855 -2.216208 -1.756414  0.367
57 H -2.490107 -2.040262 -1.269197  0.088
58 H -2.844838 -4.698856 1.849100  0.298
59 H -3.876436 -3.990526 3.116385  0.433
60 H -2.129355 -4.203633 3.513739  0.126
61 O 1.489074 3.040330 0.877631  -0.382
62 S 0.936436 3.265467 2.166068  0.838
63 O 0.703368 4.633573 2.606758  -0.673
64 O -0.349848 2.473821 2.460927  -0.064
65 C -0.812873 1.544182 1.452509  0.217
66 C -2.176006 1.988514 0.974543  -0.452
67 C 2.209037 2.637942 3.145180  -0.905
68 H -0.886429 0.614024 2.034927  -0.015
69 H -0.079475 1.462526 0.641133  0.217
70 H -2.265402 3.035668 0.856659  0.511
71 H -3.005382 1.691792 1.626550  -0.379
72 H -2.335557 1.489520 -0.005986  0.048
73 H 2.991735 3.460617 2.977230  0.344
74 H 2.502682 1.657040 2.800067  0.189
75 H 1.913387 2.566382 4.188838  0.379
76 C -4.099323 3.219389 -4.651892  -0.959
77 S -3.930112 2.761167 -2.885133  0.458
78 O -2.907190 1.663890 -2.868695  -0.484
79 C -3.083928 4.303798 -2.318914  -0.692
80 H -4.187056 2.333527 -5.280282  0.329
81 H -3.106508 3.719637 -5.016931  0.245
82 H -4.962646 3.832513 -4.838056  0.371
83 H -2.640067 4.088577 -1.349024  0.040
84 H -3.867631 5.043333 -2.239677  0.400
85 H -2.219034 4.601542 -2.879009  0.335
86 C 1.535832 -1.634885 -0.336780  0.064
87 S 2.244742 -3.169077 0.336192  0.403
88 O 2.134644 -3.079604 1.769960  -0.527
89 C 1.012951 -4.361798 -0.200225  -0.969
90 H 0.629252 -1.432675 0.212262  -0.018
91 H 1.314326 -1.676352 -1.406571  -0.026
92 H 2.257659 -0.862386 -0.093498  0.139
93 H -0.002244 -4.199416 0.180313  0.044
94 H 1.291378 -5.343164 0.167375  0.450
95 H 0.979500 -4.325920 -1.256726  0.408
96 C -1.849664 -1.387061 -4.659380  -1.015
97 S -0.274385 -1.202998 -3.726346  1.080
98 O -0.037068 -2.589011 -3.296163  -0.729
99 C 0.686546 -0.910499 -5.165236  -1.186
100 H -2.060337 -0.558013 -5.354599  0.333
101 H -2.664345 -1.287908 -3.966806  0.156
102 H -1.831902 -2.303943 -5.218116  0.422
103 H 0.411503 -1.772883 -5.794238  0.411
104 H 1.711128 -0.827419 -4.997357  0.269
105 H 0.308714 0.035439 -5.644407  0.339
106 C 1.053639 -5.245155 3.734791  -0.672
107 S -0.085914 -4.275741 4.796864  0.428
108 O 0.303287 -4.638100 6.231176  -0.666
109 C 0.440497 -2.653781 4.290530  -0.383
110 H 1.183733 -4.863955 2.780150  -0.099
111 H 0.578100 -6.187885 3.674804  0.419
112 H 1.941473 -5.503479 4.304802  0.400
113 H -0.148365 -1.941323 4.862789  0.279
114 H 0.191978 -2.462083 3.246227  -0.162
115 H 1.543911 -2.527729 4.373133  0.413

Cartesian forces, eV/Å:
O 0.2 -0.9 -0.7
S 1.3 1.1 1.1
O 0.1 -0.1 0.8
O -1.0 0.7 -0.9
C -0.3 0.8 1.1
C -0.7 -1.3 -0.9
C -1.1 -0.9 -0.3
H 0.5 0.2 -0.3
H 0.5 -0.6 -0.9
H -0.1 0.9 1.0
H -0.2 -0.4 0.4
H 0.3 0.2 -0.7
H 0.8 -0.2 1.1
H -0.3 0.4 -0.4
H -0.1 0.1 -0.4
O 0.2 0.0 0.0
S -0.1 0.0 -0.1
O 0.2 1.0 0.4
O -0.1 -2.1 0.3
C 0.5 1.5 -0.6
C -1.4 -1.0 0.7
C 0.8 0.6 0.4
H -0.3 -0.6 0.4
H 1.3 0.1 0.2
H -0.1 0.9 0.0
H 0.4 0.3 -0.5
H 0.1 -0.4 0.1
H -1.3 0.2 -0.9
H 0.1 0.1 -0.3
H -0.2 -0.6 0.1
O 0.2 0.1 0.7
S -0.5 1.2 -0.4
O 0.1 -1.7 -0.2
O 1.0 0.4 0.8
C -1.7 -0.4 0.2
C -0.1 0.8 1.6
C 0.2 0.0 -1.2
H 0.0 0.3 0.1
H 0.7 -0.1 -0.7
H 0.3 0.1 -0.1
H -0.9 -1.1 -0.6
H 0.6 0.4 -0.7
H 0.0 0.2 0.6
H -0.3 0.4 -0.2
H 0.4 -0.5 -0.1
O -0.8 0.5 1.1
S 1.0 -2.5 -3.6
O 0.0 1.9 1.9
O -0.2 0.9 -0.4
C -0.7 -0.5 -0.7
C 0.5 -0.4 -0.6
C -1.0 0.2 -1.9
H 0.7 0.1 0.6
H 0.0 -0.5 0.7
H -0.3 -0.6 0.3
H 0.6 0.6 0.4
H -0.4 0.2 0.1
H 0.3 0.6 1.1
H -0.2 -0.3 0.5
H 0.2 -0.2 0.2
O -0.7 -0.2 -1.8
S 1.2 3.4 1.3
O -0.1 -1.6 -0.5
O 0.0 -0.1 -0.1
C -0.7 -0.9 0.5
C -0.4 -1.7 -0.6
C 1.0 0.8 1.1
H 0.0 0.0 -0.6
H -0.2 0.1 0.3
H 0.2 1.2 -0.3
H 0.4 -0.1 0.1
H -0.1 0.4 0.4
H -0.9 -1.5 0.5
H 0.2 -0.1 -0.3
H 0.1 0.2 0.1
C 2.4 0.6 -0.6
S 1.0 0.3 -0.6
O -0.3 0.2 0.1
C -0.3 -1.0 0.4
H -0.1 -0.3 0.5
H -1.9 -0.7 0.8
H -0.3 0.5 0.1
H -0.6 -0.2 0.3
H 0.0 0.4 0.0
H 0.1 0.1 -1.0
C 0.0 -0.3 0.2
S 0.0 -0.1 -3.2
O 0.0 0.4 3.1
C -0.6 0.1 0.9
H -0.5 -0.1 0.2
H 0.2 -0.2 0.1
H 0.2 0.1 -0.2
H 0.3 0.6 0.1
H 0.5 -0.1 -0.1
H 0.0 -0.1 -1.3
C 0.1 1.8 -0.2
S -1.7 0.9 -0.3
O 0.8 -1.2 0.7
C -2.1 0.3 -1.8
H 0.6 -0.1 0.1
H -0.3 -0.6 0.5
H 0.1 -0.6 0.1
H 0.5 0.3 -0.1
H 1.6 0.1 0.5
H 0.5 -0.9 0.5
C -0.7 -0.6 2.3
S 0.9 -1.3 1.0
O -0.3 0.9 -1.8
C 0.9 0.6 0.2
H 0.5 1.1 -1.6
H -0.8 -1.1 -0.3
H 0.4 0.8 0.0
H 0.3 0.1 0.4
H -0.1 -0.5 -0.1
H -0.8 0.0 0.2

=====

# C6H43N2O13

A 14-piece molecular cluster, C6H43N2O13 overall (wB97M-V/def2-TZVPD, the OMol25 dataset).

Output
Net charge ... +1
Gap between HOMO and LUMO ... 9.024 eV
E_tot ... -36509.5827 eV
LUMO energy ... -2.567 eV
Highest occupied orbital energy ... -11.59 eV

Last column: Mulliken charge in e.
CARTESIAN COORDINATES (ANGSTROEM)
1 C 1.334317 -0.641523 0.583004  -0.599
2 N 1.249384 0.748052 0.280499  0.456
3 C 2.162142 1.080547 -0.885685  -0.542
4 C 1.847266 2.545583 -1.114502  -0.663
5 C 0.509406 -1.138490 1.755511  1.233
6 N -0.627395 -2.030096 1.051731  0.691
7 C -1.703547 -2.693299 1.862145  -0.967
8 C 1.223337 -2.040694 2.721066  -1.706
9 H 1.349993 -1.373937 -0.265420  -0.012
10 H 2.358388 -0.794748 1.100845  0.326
11 H 1.551567 1.398511 1.012974  0.087
12 H 3.210946 0.840547 -0.691395  0.369
13 H 1.983353 0.460757 -1.776286  0.530
14 H 1.832694 3.228332 -0.261486  0.291
15 H 0.811033 2.622387 -1.581723  -0.486
16 H 2.575342 2.975617 -1.756866  0.514
17 H 0.232134 -0.266846 2.420769  -0.632
18 H -1.057966 -1.348661 0.424616  -0.213
19 H -0.208485 -2.760405 0.480495  0.194
20 H -2.584440 -2.941347 1.288363  0.371
21 H -1.914856 -2.069444 2.733897  0.398
22 H -1.530312 -3.595559 2.484892  0.410
23 H 0.500558 -2.460761 3.436537  0.442
24 H 1.903008 -1.465460 3.372405  0.481
25 H 1.730490 -2.835908 2.214586  0.360
26 H 1.623142 3.352088 2.127578  0.225
27 H 2.708553 3.294108 3.077390  0.346
28 O 2.483889 2.895484 2.226446  -0.705
29 H -1.864870 1.516331 0.020041  0.598
30 H -3.319102 1.502138 0.517996  0.313
31 O -2.532961 0.944098 0.486372  -0.805
32 H 3.141973 -4.413332 -0.163751  0.326
33 H 2.758170 -3.679411 -1.448494  0.325
34 O 3.218115 -3.561666 -0.609793  -0.610
35 H 0.096140 1.816575 -3.872590  0.353
36 H -0.792686 1.140517 -5.031979  0.271
37 O 0.077908 1.447207 -4.764423  -0.607
38 H -1.007501 -4.400932 -0.923690  0.327
39 H -2.358313 -4.179935 -1.053303  0.295
40 O -1.773297 -4.284691 -0.283856  -0.632
41 H -0.654184 3.296107 -0.050977  0.245
42 H -0.456625 3.039289 -1.473135  0.317
43 O -1.084794 2.750999 -0.750658  -0.719
44 H -2.334686 1.011903 2.304085  0.353
45 H -1.860789 1.780463 3.619383  0.273
46 O -1.756904 0.976957 3.086563  -0.694
47 H 0.532745 -3.676440 -2.683613  0.357
48 H 1.011489 -3.426003 -1.227051  0.214
49 O 0.583307 -4.079515 -1.802504  -0.750
50 H -2.621770 -1.427106 -2.079943  0.289
51 H -2.400015 -0.688231 -0.844389  0.174
52 O -2.012349 -1.452419 -1.314434  -0.468
53 H -0.310445 1.700383 3.370109  0.399
54 H 1.035492 2.203458 4.036432  0.374
55 O 0.250269 2.486823 3.564448  -0.707
56 H 0.329009 5.422097 0.085231  0.321
57 H -0.960385 4.738796 0.587767  0.330
58 O -0.011363 4.809284 0.747807  -0.629
59 H -3.398361 1.265207 -3.736194  0.280
60 H -2.288154 1.624261 -4.603281  0.253
61 O -2.429185 1.214604 -3.740446  -0.554
62 H -0.447288 -0.514119 -3.336527  0.247
63 H -0.082408 -0.755649 -2.046961  0.288
64 O 0.169864 -1.132852 -2.906651  -0.549

Cartesian forces, eV/Å:
C 3.5 -0.9 2.7
N -0.1 0.0 -2.5
C -1.2 0.2 1.3
C -0.7 0.3 -1.2
C -0.7 -0.5 0.1
N -0.3 0.9 1.9
C -0.6 0.3 2.4
C -0.3 0.0 1.0
H -0.2 1.1 0.3
H -0.7 -0.2 -1.3
H -0.1 -0.9 0.2
H 0.2 0.5 0.5
H -0.7 0.2 0.2
H 0.1 -0.7 0.4
H 2.4 -0.4 0.2
H 0.5 0.5 -1.0
H -1.2 -0.9 -1.4
H -0.2 -0.6 -0.1
H 0.2 0.2 -0.1
H 0.1 0.5 -0.3
H -0.4 0.9 -0.6
H 1.3 0.0 -1.4
H 0.1 -0.1 -0.3
H 0.0 -0.2 -0.6
H 0.5 -0.5 -0.2
H 0.2 -0.5 -0.3
H 0.7 -0.2 -0.1
O -0.4 0.9 0.1
H -0.2 -0.3 0.1
H -0.1 -0.1 -0.2
O 0.0 0.1 -0.3
H 0.1 0.0 -0.1
H 0.4 -0.3 -0.1
O -0.3 0.2 0.2
H -0.6 -0.3 -0.3
H 0.5 0.0 0.5
O 0.8 0.1 -0.5
H 0.0 -0.1 1.4
H -0.9 0.2 0.8
O 1.0 -0.5 -2.5
H -0.1 -0.9 -0.1
H -1.8 -0.8 0.7
O 0.8 1.6 -0.6
H 0.4 0.2 0.0
H -0.7 -0.3 -0.2
O -0.3 -0.2 0.6
H -0.1 0.2 0.3
H -0.2 -0.1 -0.4
O 0.2 0.1 0.0
H 0.7 -0.5 0.1
H 0.2 0.0 0.4
O -1.5 1.0 -0.3
H 1.0 0.4 -0.1
H -0.1 -0.2 0.0
O -0.5 0.0 0.1
H -0.1 0.1 0.0
H 0.0 0.8 0.2
O 0.0 -0.2 0.1
H 0.1 -0.2 0.5
H 0.2 0.2 0.1
O -1.0 0.1 -0.4
H 0.4 -0.5 -1.2
H 0.5 -0.9 0.5
O -0.6 1.2 0.4

=====

Q: Which value of gap between HOMO and LUMO does entry 2 give?
A: 9.024 eV